Record 1
Here is a molecular structure, C11H14BN7OTi from the Open Molecules 2025 dataset. Energies are from wB97M-V/def2-TZVPD.

XYZ file:
```
35
Properties=species:S:1:pos:R:3
Ti -1.48770 1.28349 0.45309
O -1.70866 0.25249 5.84861
N -0.32521 2.13413 5.27204
N -0.98607 -1.77634 -0.41257
N -1.15696 -0.80146 0.54739
N -0.92664 -0.21783 -2.35040
N 1.30226 -1.56054 -1.71646
N -1.10401 0.93517 -1.60124
N 1.81453 -0.62919 -0.87951
C -1.48743 -0.04965 -3.57824
C -1.02090 1.18715 5.56030
C -1.49950 -2.96363 0.03790
C -1.84770 -2.78498 1.36986
C -1.51451 -1.46524 1.69004
C -1.57819 1.88469 -2.47592
C 3.53148 -1.61667 -1.82934
C 2.35194 -2.19350 -2.31274
C 1.53164 4.13917 3.56482
C 3.13139 -0.55130 -0.99076
C -1.85944 1.28501 -3.70783
B -0.33960 -1.56417 -1.80528
H 2.34785 3.49059 3.27733
H -1.70921 2.89576 -2.15475
H -2.29909 1.74097 -4.59241
H 3.71662 0.24133 -0.51021
H -2.29268 -3.53097 2.01498
H -1.58353 -3.85132 -0.61862
H -0.57055 -2.49120 -2.54116
H 2.28750 -2.96661 -3.04457
H 0.90480 4.45688 2.74620
H 0.96552 3.73339 4.37410
H -1.47465 -0.95638 2.62694
H -1.65686 -0.90885 -4.24423
H 4.55766 -1.81993 -1.99537
H 1.98589 5.03956 3.97802
```

Summary:
Gap between HOMO and LUMO (alpha / beta), eV: 3.979 / 3.911
Calculated total energy, a.u.: -1760.3096
E_LUMO (alpha / beta), eV: -2.6 / -2.7
M, u: 318.96
HOMO level (alpha / beta), eV: -6.588 / -6.605
2S+1: 3

=====

Record 2
Here is a molecular structure, C3H14NOPdS from the Open Molecules 2025 dataset. Energies are from wB97M-V/def2-TZVPD.

XYZ file:
```
21
Properties=species:S:1:pos:R:3
Pd -0.32699 0.53687 -1.23772
S -0.55084 -0.71624 1.79416
O 0.16431 -0.69196 0.39929
N 0.86311 -1.20177 -1.96837
C 0.64783 -1.58919 2.82048
C -0.31398 0.93546 2.47395
C -0.89442 1.36314 -2.90930
H 0.87461 -1.35493 -2.97863
H 0.05697 1.74111 -2.08993
H 0.23858 -1.65171 3.83416
H 1.60170 -1.04847 2.80839
H -0.93486 1.63777 1.90605
H -1.16727 1.75886 -0.64137
H -0.64266 0.90773 3.51902
H 1.82832 -1.06765 -1.65385
H -1.52812 0.51318 -2.59507
H 0.48976 -2.03124 -1.50176
H 0.74764 1.20430 2.40695
H 0.76301 -2.59480 2.40154
H -0.38281 1.11647 -3.83001
H -1.53387 2.23308 -2.95798
```

Summary:
Gap between HOMO and LUMO (alpha / beta), eV: 5.525 / 6.951
Calculated total energy, a.u.: -778.1202
E_LUMO (alpha / beta), eV: -2.8 / -7.3
M, u: 218.64
HOMO level (alpha / beta), eV: -8.276 / -14.227
Net charge: +1
2S+1: 5

=====

Record 3
Here is a single C7H15NO molecule from the Open Molecules 2025 dataset. Energies are from wB97M-V/def2-TZVPD.

XYZ file:
```
24
Properties=species:S:1:pos:R:3
O -0.66500 -0.65081 1.71685
N -0.90422 1.61252 -0.01664
C -1.72660 -1.52346 -0.42927
C -0.23855 -0.70254 0.38156
C 1.49043 0.77392 0.87982
C 0.00228 0.58656 -0.28112
C -2.79889 -0.94506 -0.98035
C 2.48704 -0.30369 1.25096
C 0.49105 0.54180 -1.70983
H 0.90114 1.50739 -2.02001
H -0.34426 0.29411 -2.37173
H 1.07261 1.24492 1.77085
H -1.23631 1.64930 0.94040
H 2.82358 -0.86757 0.37681
H 3.37252 0.13571 1.72513
H -3.55093 -1.49893 -1.54384
H 0.47587 -1.48603 0.14660
H -3.02154 0.11128 -0.83305
H 1.25697 -0.22471 -1.83788
H -1.59048 -2.59208 -0.62234
H 2.05961 -1.00231 1.97453
H -1.63632 -0.72568 1.62453
H -0.70661 2.50732 -0.44326
H 1.98663 1.55804 0.30130
```

Summary:
Gap between HOMO and LUMO, eV: 8.807
Calculated total energy, a.u.: -405.5881
E_LUMO, eV: 1.0
M, u: 129.20
Structure (SMILES): C=C[C@H](O)[C@@](C)(N)CC
HOMO level, eV: -7.837
2S+1: 1

=====

Record 4
Here is a single C25H32N6O2 molecule from the Open Molecules 2025 dataset. Energies are from wB97M-V/def2-TZVPD.

XYZ file:
```
65
Properties=species:S:1:pos:R:3
O 1.13323 2.65319 1.42917
O 3.20424 -0.20747 1.70879
N -2.67426 1.70197 -0.92823
N -1.25420 -0.18026 -0.34969
N 2.68583 -1.71395 0.15567
N -2.62259 3.02476 -0.70569
N -1.57664 3.32309 -0.04773
N 0.59220 0.51209 0.90457
C 1.37031 -1.99814 -1.86900
C 5.81964 0.22571 0.70011
C -4.65564 0.39904 -0.52452
C -5.15535 -1.58536 0.76775
C -0.88370 2.18771 0.20743
C -4.43554 -0.93786 -0.22402
C 3.99114 2.07715 -0.64005
C 5.52583 1.61449 1.26067
C -6.33106 0.47531 1.17479
C -0.15690 -0.43522 0.29907
C -5.60699 1.13167 0.18655
C 1.59446 -2.19671 0.98163
C -6.11330 -0.85802 1.46296
C -4.91787 -3.03180 1.08029
C -1.59798 1.12439 -0.36187
C 0.34567 1.90806 0.90228
C 5.19493 2.59131 0.13968
C 0.22822 -1.89532 0.36236
C 4.29994 0.71453 -1.25275
C -5.85202 2.58216 -0.09685
C 4.69177 -0.32373 -0.18623
C 0.18652 -2.50219 -1.04917
C 3.48255 -0.72476 0.63489
C -3.79043 1.05806 -1.57151
C 2.68863 -2.31633 -1.15671
H 1.69254 -3.28568 1.06896
H -3.67493 -1.47760 -0.76976
H 1.28415 -0.91741 -2.00214
H -6.55215 2.99562 0.62429
H 1.45947 0.26656 1.39820
H -4.92515 3.15260 -0.05091
H 2.78620 -3.40399 -1.04246
H -0.75074 -2.22613 -1.53033
H 5.99821 -0.47090 1.52208
H 3.14052 2.00736 0.03845
H -4.79791 -3.17708 2.15252
H 1.69505 -1.76592 1.97917
H 6.72796 0.26937 0.09234
H -6.68817 -1.33980 2.24089
H -4.02786 -3.39723 0.57404
H 0.23182 -3.59049 -0.97176
H 4.96878 3.57242 0.55841
H -3.39686 0.30794 -2.26247
H 3.43842 0.36247 -1.82599
H -6.27470 2.71125 -1.09364
H 1.37099 -2.46359 -2.85532
H 3.72760 2.77734 -1.43596
H -7.07451 1.02477 1.73429
H 6.05279 2.69606 -0.53111
H 5.13911 0.82027 -1.94617
H -0.54096 -2.38295 0.97273
H -5.76897 -3.63117 0.75701
H 3.52727 -1.95757 -1.74863
H 5.07712 -1.22073 -0.68444
H 4.68009 1.55618 1.94422
H -4.33140 1.82799 -2.12307
H 6.39558 1.96248 1.82191
```

Summary:
Gap between HOMO and LUMO, eV: 9.195
Calculated total energy, a.u.: -1450.9358
E_LUMO, eV: 0.4
M, u: 448.57
Structure (SMILES): Cc1ccc(C)c(Cn2nnc3c(=O)[nH]c([C@H]4CCCN(C(=O)C5CCCCC5)C4)nc32)c1
HOMO level, eV: -8.752
2S+1: 1

=====

Record 5
Here is a molecular structure, C54H43N4P3SSe2SnTe from the Open Molecules 2025 dataset. Energies are from wB97M-V/def2-TZVPD.

XYZ file:
```
109
Properties=species:S:1:pos:R:3
Te 1.04385 -2.78836 -4.13388
Sn 0.29862 0.33558 -0.16763
Se 0.23419 0.44591 2.19524
Se -3.54816 -0.27652 0.74588
S 3.31075 -0.99320 -1.04560
P -0.27797 -0.05311 -2.71826
P -3.35919 0.04209 3.05190
P -0.17719 -2.25604 -1.00341
N -3.27436 -3.89440 -6.15815
N 0.97773 2.65125 -0.44871
N 4.40508 1.66238 -0.05593
N 2.50367 0.49258 -0.76589
C 0.49065 0.80109 -4.08849
C -3.85729 -2.32836 1.01028
C -4.20895 -3.20297 -1.21068
C -3.26358 4.62894 3.38665
C -7.67274 -0.88340 4.33150
C -1.96619 -2.40703 -0.62044
C -0.51051 -5.01776 -0.52983
C -3.30839 1.86348 3.05225
C 6.56055 0.77019 0.57861
C -6.60482 -1.62405 4.80882
C -2.55518 -2.86165 -6.59073
C 1.88538 0.85379 -4.12951
C -2.71504 -4.68606 -5.24509
C 2.86875 4.08224 -0.25818
C -4.26836 -0.02591 -3.59445
C 4.90315 -0.70702 -0.33082
C -2.46235 -2.05440 0.70450
C -2.92950 -0.38328 -3.50928
C 2.23028 -5.47117 -0.45643
C -3.25745 3.79524 4.49570
C 0.36958 -3.95126 -0.69570
C -0.73698 -3.35448 -5.12406
C -0.26387 1.42522 -5.07918
C -1.45675 -4.46471 -4.69944
C -1.28834 -2.54890 -6.11089
C -2.50163 1.55512 -2.15920
C 1.74399 -4.18801 -0.63680
C 0.67331 5.01160 -0.34669
C 1.34640 -6.53290 -0.31824
C -4.71061 -2.93369 0.00720
C 0.18577 3.71757 -0.43501
C 7.05219 -1.56420 0.31502
C -3.28054 2.41939 4.33064
C 1.76626 2.09497 -6.17993
C 2.52037 1.49603 -5.17776
C 5.29704 0.56003 0.06089
C -3.28622 4.08124 2.11271
C 2.03857 5.19510 -0.26232
C 0.00486 -1.73472 -2.65192
C -5.09131 -0.26170 3.51127
C -5.31303 -1.31588 4.39575
C -6.17463 0.48861 3.04567
C -4.72262 1.12427 -2.96150
C -2.82428 -2.93101 -1.51973
C 5.77795 -1.77077 -0.19917
C -2.03944 0.39735 -2.77562
C 2.29851 2.82598 -0.34279
C -3.30254 2.70401 1.94371
C -7.45833 0.17486 3.45011
C -3.83602 1.92327 -2.25137
C 3.11282 1.57082 -0.38574
C 0.37960 2.06243 -6.13002
C 7.44264 -0.29458 0.70447
C -0.02055 -6.30268 -0.34742
H -4.95334 -0.63838 -4.16690
H -1.34583 1.40645 -5.04285
H 3.29725 -5.64523 -0.41871
H 6.86098 1.76504 0.88627
H -6.77088 -2.43463 5.50533
H -8.67861 -1.12091 4.65129
H 1.72244 -7.53724 -0.17708
H -1.80324 2.18690 -1.62315
H -1.75029 -1.97170 1.52244
H -0.75694 -1.68755 -6.49576
H -6.00973 1.33192 2.38435
H 4.73478 2.53404 0.32179
H -3.27854 1.77860 5.20564
H 8.43072 -0.12530 1.10810
H -0.71156 -7.12569 -0.22420
H 3.60087 1.52615 -5.21910
H -0.20334 2.53654 -6.90793
H 2.46130 6.18862 -0.20284
H -0.00973 5.84863 -0.34602
H 2.26238 2.59256 -7.00259
H -1.05741 -5.14067 -3.95301
H -4.14729 -2.41699 2.05162
H -4.82759 -3.66866 -1.96686
H -1.58164 -4.86280 -0.53946
H -4.47401 -1.88773 4.77786
H -3.30249 -5.54292 -4.93139
H -4.18556 2.83241 -1.77805
H -0.87859 3.53539 -0.48531
H -8.29624 0.75925 3.09426
H -3.23867 4.21544 5.49213
H -3.31296 2.29946 0.93618
H 3.93924 4.22114 -0.21600
H 2.47027 0.37855 -3.34943
H -2.56825 -1.26807 -4.02015
H -5.76518 1.40455 -3.03285
H 7.73384 -2.39769 0.40882
H 2.43269 -3.36406 -0.72449
H -5.73545 -3.15620 0.26853
H -3.30125 4.73331 1.24834
H -3.25482 5.70264 3.51664
H -3.01564 -2.24488 -7.35506
H -2.45141 -3.20922 -2.49886
H 5.47147 -2.76383 -0.50479
```

Summary:
Gap between HOMO and LUMO, eV: 6.574
Calculated total energy, a.u.: -9009.5094
E_LUMO, eV: -5.5
M, u: 1277.19
HOMO level, eV: -12.040
Net charge: +2
2S+1: 1

=====

Record 6
Here is a single C20H27N3O4S2 molecule from the Open Molecules 2025 dataset. Energies are from wB97M-V/def2-TZVPD.

XYZ file:
```
56
Properties=species:S:1:pos:R:3
S 0.62911 -3.00897 -0.97322
S -4.62823 1.46821 0.43857
O -2.12888 -1.94807 -1.38921
O 3.80518 1.18273 0.38334
O 3.23119 -0.70395 -0.72138
O -0.95777 1.09040 1.75842
N -1.72822 2.03606 -0.15913
N -2.64069 -1.43924 0.70605
N 2.26936 1.27632 -1.25692
C -0.48647 2.05716 -0.91989
C -1.86427 1.52161 1.07639
C -0.07813 0.63786 -1.32668
C 1.46505 -2.91392 1.44373
C 0.64571 2.70890 -0.11777
C 1.25451 0.64657 -2.07169
C 0.13505 -2.44298 1.50843
C -1.74803 -1.95997 -0.08925
C 1.86268 -3.24864 0.18845
C -4.06417 -1.17002 -2.68991
C -3.66918 -1.04859 -0.10838
C 1.95754 2.64236 -0.90213
C 3.10033 0.48394 -0.53483
C -0.53967 -1.97394 2.74635
C -3.27600 1.60493 1.64396
C -4.85842 -0.35492 0.42389
C 4.76182 0.43282 1.12681
C 6.06027 0.24894 0.35404
C -0.45408 -2.43905 0.26287
C -3.35135 -1.35577 -1.40211
H 2.81848 -3.60899 -0.13332
H 0.76186 2.17049 0.82253
H -0.68046 2.65374 -1.81974
H 2.77485 3.05171 -0.31064
H 1.16627 1.20580 -3.00919
H 1.57629 -0.37321 -2.28743
H 2.10215 -2.99270 2.30692
H 0.02678 0.04288 -0.41844
H -3.39345 2.58149 2.11833
H -4.67911 -0.27413 -2.64903
H 1.86906 3.21531 -1.83275
H 5.87359 -0.33964 -0.54060
H 6.78442 -0.27086 0.97496
H -4.70771 -2.02482 -2.90145
H -0.84783 0.18897 -1.95545
H -2.58356 2.27503 -0.64226
H -3.39982 0.82674 2.39590
H -1.53269 -2.41013 2.82412
H 6.46693 1.21507 0.06434
H -5.05559 -0.65692 1.45122
H 4.33105 -0.54257 1.37637
H 0.04924 -2.22786 3.62356
H 0.39532 3.74737 0.10428
H -3.34176 -1.08075 -3.49786
H -0.66670 -0.89257 2.69659
H -5.73554 -0.52280 -0.19802
H 4.92364 1.01255 2.03825
```

Summary:
Gap between HOMO and LUMO, eV: 8.141
Calculated total energy, a.u.: -2039.9877
E_LUMO, eV: 0.5
M, u: 437.59
Structure (SMILES): CCOC(=O)N1CCC(NC(=O)CSCc2nc(-c3sccc3C)oc2C)CC1
HOMO level, eV: -7.625
2S+1: 1

=====

Q: Look up the 2S+1 of the third one.
A: 1

=====

Q: Which formula does entry 3 have?
A: C7H15NO